A cluster of 7 separate species, C31H48BFN7O6P in total, computed with ωB97M-V/def2-TZVPD.

Atoms and positions in Å:
C -4.981 -0.018 -0.094
C -4.133 -0.725 -1.164
C -3.299 -1.777 -0.492
F -2.662 -2.569 -1.406
O -2.391 -1.258 0.465
P -1.047 -0.571 -0.069
O -1.175 0.097 -1.366
O -0.614 0.339 1.136
C -1.550 1.388 1.513
C -2.281 1.049 2.795
C -1.546 1.342 4.129
C -0.246 2.095 4.037
O 0.750 1.291 3.422
O 0.025 -1.730 -0.063
B 1.205 -1.596 0.710
N 1.442 -2.507 1.794
O 2.149 -0.658 0.390
H -4.342 0.281 0.732
H -5.514 0.839 -0.488
H -5.692 -0.754 0.277
H -3.526 -0.040 -1.745
H -4.828 -1.229 -1.829
H -3.960 -2.437 0.072
H -2.291 1.474 0.716
H -1.021 2.333 1.535
H -2.512 -0.013 2.759
H -3.238 1.567 2.791
H -2.201 1.962 4.741
H -1.393 0.431 4.703
H -0.371 3.053 3.522
H 0.061 2.357 5.056
H 1.562 1.795 3.450
H 2.411 -2.472 2.073
H 0.851 -2.350 2.599
H 2.178 -0.511 -0.561
N 4.527 0.700 6.036
C 3.343 0.302 5.467
C 3.580 -0.853 4.773
C 4.958 -1.169 4.934
C 5.514 -0.194 5.716
H 4.651 1.522 6.598
H 2.440 0.871 5.603
H 2.847 -1.409 4.214
H 5.480 -2.014 4.518
H 6.521 -0.056 6.068
N -3.471 2.821 -2.615
C -4.252 3.076 -3.708
C -5.240 3.944 -3.326
C -5.046 4.224 -1.947
C -3.945 3.518 -1.542
H -2.671 2.211 -2.603
H -4.039 2.619 -4.659
H -6.016 4.333 -3.963
H -5.646 4.868 -1.326
H -3.461 3.450 -0.582
N -6.660 -2.223 -3.841
C -7.854 -2.746 -3.421
C -8.841 -1.857 -3.749
C -8.219 -0.753 -4.395
C -6.876 -1.011 -4.438
H -5.765 -2.661 -3.728
H -7.897 -3.702 -2.928
H -9.891 -1.982 -3.549
H -8.703 0.128 -4.782
H -6.057 -0.438 -4.838
N 5.745 2.194 3.336
C 6.319 1.668 2.215
C 7.177 2.605 1.704
C 7.120 3.742 2.555
C 6.227 3.455 3.554
H 5.071 1.723 3.915
H 6.069 0.677 1.878
H 7.779 2.486 0.820
H 7.669 4.662 2.448
H 5.897 4.039 4.396
N 8.320 2.282 -1.957
C 7.132 1.874 -2.498
C 7.359 0.706 -3.173
C 8.739 0.395 -3.030
C 9.304 1.385 -2.273
H 8.450 3.113 -1.411
H 6.232 2.448 -2.356
H 6.619 0.136 -3.710
H 9.256 -0.458 -3.436
H 10.315 1.528 -1.934
N -2.442 -6.420 -3.600
C -2.373 -5.406 -2.681
C -1.208 -4.720 -2.898
C -0.551 -5.344 -3.993
C -1.337 -6.387 -4.405
H -3.188 -7.085 -3.672
H -3.153 -5.261 -1.955
H -0.865 -3.869 -2.338
H 0.392 -5.059 -4.429
H -1.205 -7.105 -5.197

Output
Net charge: 0
LUMO level, eV: 0.29
Orbital gap, eV: 8.394
SMILES: CC[C@@H](F)O[P@@](=O)(OCCCCO)OB(N)O.c1cc[nH]c1.c1cc[nH]c1.c1cc[nH]c1.c1cc[nH]c1.c1cc[nH]c1.c1cc[nH]c1



A structure of composition C31H48BrF2N3O17S, computed with ωB97M-V/def2-TZVPD.

Atoms and positions in Å:
C -2.972 1.004 -0.372
C -2.282 -0.305 -0.034
Br -3.533 -1.764 -0.404
C -0.879 -0.589 -0.608
C -0.425 0.108 -1.911
C 0.699 -0.801 -2.514
S 0.114 -2.130 -3.537
O -0.021 -1.737 -4.906
O -0.980 -2.806 -2.895
N -1.427 0.202 -2.975
C -1.394 1.415 -3.627
O -1.841 1.699 -4.694
C -0.690 2.372 -2.669
N -0.147 3.583 -3.302
C -1.082 4.637 -3.461
O -1.816 4.840 -4.341
F -1.062 5.410 -2.387
C 0.673 3.322 -4.384
O 1.281 2.327 -4.556
F 0.824 4.383 -5.155
C 0.088 1.549 -1.626
C 1.576 1.684 -1.398
C 2.347 2.808 -1.682
C 3.698 2.860 -1.390
C 4.288 1.751 -0.803
C 3.437 0.685 -0.528
N 2.136 0.622 -0.790
H -3.892 1.043 0.207
H -2.405 1.892 -0.098
H -3.297 1.074 -1.403
H -2.182 -0.318 1.044
H -0.792 -1.661 -0.737
H -0.171 -0.336 0.174
H 1.245 -1.254 -1.693
H 1.429 -0.244 -3.097
H 1.178 -2.970 -3.477
H -2.308 -0.274 -2.844
H -1.552 2.741 -2.109
H -0.318 1.840 -0.659
H 1.915 3.689 -2.125
H 4.268 3.742 -1.633
H 5.337 1.729 -0.565
H 3.867 -0.199 -0.064
C -3.056 1.731 5.930
C -1.983 0.664 5.911
O -1.271 0.652 4.663
C -0.337 1.591 4.528
O -0.022 2.410 5.350
O 0.200 1.459 3.313
C 1.193 2.436 2.991
H -3.719 1.619 5.071
H -3.646 1.657 6.843
H -2.617 2.727 5.885
H -2.429 -0.324 5.996
H -1.282 0.785 6.736
H 1.968 2.483 3.752
H 0.730 3.414 2.868
H 1.639 2.134 2.046
C 7.119 -2.422 1.726
C 5.909 -2.075 0.886
O 5.729 -0.654 0.767
C 6.514 -0.052 -0.125
O 7.321 -0.585 -0.838
O 6.230 1.253 -0.110
C 7.031 2.037 -0.999
H 7.063 -1.927 2.696
H 7.176 -3.499 1.881
H 8.038 -2.095 1.240
H 5.003 -2.442 1.364
H 5.965 -2.524 -0.106
H 6.999 1.635 -2.009
H 8.059 2.075 -0.644
H 6.609 3.038 -0.993
C 0.401 -7.895 -2.964
C 0.315 -7.514 -1.502
O 1.586 -7.652 -0.841
C 2.443 -6.661 -1.051
O 2.253 -5.665 -1.699
O 3.577 -6.917 -0.392
C 4.544 -5.883 -0.582
H 0.822 -8.895 -3.072
H -0.590 -7.877 -3.416
H 1.041 -7.203 -3.511
H -0.357 -8.187 -0.973
H -0.062 -6.500 -1.374
H 4.112 -4.910 -0.354
H 4.924 -5.896 -1.602
H 5.361 -6.083 0.106
C -9.843 1.289 2.780
C -8.617 1.649 3.590
O -7.459 1.810 2.756
C -7.376 2.973 2.114
O -8.153 3.888 2.192
O -6.269 2.953 1.368
C -6.078 4.126 0.573
H -9.647 0.411 2.163
H -10.683 1.075 3.440
H -10.126 2.106 2.117
H -8.366 0.843 4.277
H -8.778 2.551 4.180
H -6.128 5.027 1.179
H -6.823 4.165 -0.220
H -5.089 4.046 0.130

Output
Net charge: 0
LUMO level, eV: 0.17
Orbital gap, eV: 9.665